(1)
2 unconnected molecules or ions with the total composition C34H23F6O3S at a distorted geometry. Source: OMol25; level of theory: ωB97M-V with the def2-TZVPD basis set.

Output
- orbital gap (eV) = 4.52
- M (g/mol) = 625.610
- LUMO level (eV) = 0.75
- charge = -1
- calculated total energy (Ha) = -2532.5604
- HOMO level (eV) = -3.77

Atoms and positions in Å:
F: -0.799 -5.737 1.790
C: 0.110 -4.792 2.083
F: -0.425 -3.941 3.009
F: 1.199 -5.371 2.637
S: 0.563 -3.817 0.550
C: 1.646 -2.702 1.293
C: 2.638 -1.977 0.606
C: 2.891 -2.092 -0.798
C: 3.821 -1.277 -1.416
C: 4.547 -0.350 -0.669
C: 5.551 0.528 -1.358
F: 5.775 1.690 -0.673
F: 6.768 -0.097 -1.481
F: 5.151 0.877 -2.620
C: 4.395 -0.262 0.710
C: 3.451 -1.052 1.334
O: 1.223 -4.752 -0.336
O: -0.667 -3.162 0.152
H: 1.487 -2.573 2.362
H: 2.354 -2.832 -1.391
H: 3.989 -1.371 -2.485
H: 5.020 0.421 1.278
H: 3.305 -0.984 2.411
C: -3.650 -6.130 5.596
C: -3.216 -4.844 5.953
C: -3.320 -3.792 5.044
C: -3.855 -4.001 3.752
C: -3.886 -2.893 2.782
C: -2.944 -1.902 2.805
C: -2.899 -0.877 1.808
C: -1.677 -0.226 1.547
C: -1.555 1.054 0.949
C: -2.627 2.000 0.981
C: -2.597 3.124 0.166
C: -1.467 3.384 -0.627
C: -0.329 2.560 -0.535
C: -0.359 1.416 0.255
C: -4.097 -0.642 1.059
C: -5.105 -1.571 0.983
C: -6.295 -1.335 0.146
C: -6.736 -0.008 -0.102
C: -7.821 0.246 -0.944
C: -8.491 -0.814 -1.574
C: -8.075 -2.132 -1.336
C: -7.013 -2.382 -0.465
C: -4.864 -2.877 1.653
O: -5.382 -3.926 1.229
C: -4.302 -5.292 3.422
C: -4.179 -6.352 4.317
H: -3.581 -6.953 6.310
H: -2.800 -4.658 6.947
H: -2.995 -2.788 5.331
H: -2.157 -1.914 3.559
H: -0.768 -0.803 1.728
H: -3.483 1.819 1.637
H: -3.460 3.795 0.148
H: -1.466 4.239 -1.303
H: 0.578 2.809 -1.094
H: 0.500 0.741 0.324
H: -4.162 0.249 0.439
H: -6.225 0.825 0.388
H: -8.145 1.277 -1.107
H: -9.332 -0.616 -2.242
H: -8.573 -2.972 -1.825
H: -6.716 -3.406 -0.256
H: -4.744 -5.452 2.443
H: -4.504 -7.346 4.007

***

(2)
2 unconnected molecules or ions with the total composition C7H14N2 at a distorted geometry. Source: OMol25; level of theory: ωB97M-V with the def2-TZVPD basis set.

Output
- orbital gap (eV) = 9.56
- M (g/mol) = 126.203
- structure (SMILES) = Cc1c[nH]cn1.CCC
- LUMO level (eV) = 0.87
- relative energy (zero: lowest compared OMol25 entry of this formula, charge and spin) (kJ/mol) = 210.5
- calculated total energy (Ha) = -384.5517
- HOMO level (eV) = -8.68

Atoms and positions in Å:
C: -0.394 -2.265 1.980
C: 2.808 -0.762 0.997
C: 0.910 -1.463 1.939
C: 1.447 -0.464 2.746
N: 1.859 -1.698 0.850
N: 2.509 0.088 1.988
H: 3.495 -0.678 0.221
H: 2.902 0.961 2.119
H: 1.049 0.029 3.551
H: -0.567 -2.339 3.092
H: 0.068 -3.205 1.671
H: -1.214 -2.056 1.208
C: -0.848 0.953 -1.641
C: -1.392 0.263 -2.854
C: -1.621 2.249 -1.456
H: -0.953 0.540 -0.624
H: 0.238 1.201 -1.798
H: -2.424 0.672 -2.997
H: -2.047 2.414 -0.475
H: -1.303 -0.781 -2.986
H: -0.841 0.750 -3.659
H: -1.129 3.166 -1.907
H: -2.551 2.426 -1.964

***

(3)
2 unconnected molecules or ions with the total composition C4H13N2O2S at a distorted geometry. Source: OMol25; level of theory: ωB97M-V with the def2-TZVPD basis set.

Output
- orbital gap (eV) = 5.07
- M (g/mol) = 153.227
- LUMO level (eV) = 3.59
- relative energy (zero: lowest compared OMol25 entry of this formula, charge and spin) (kJ/mol) = 64.8
- charge = -1
- calculated total energy (Ha) = -818.3172
- HOMO level (eV) = -1.48

Atoms and positions in Å:
C: -1.353 0.519 -0.256
N: -0.246 1.476 -0.272
C: 0.623 1.353 -1.350
O: 1.906 0.678 -1.084
C: -0.843 -0.949 -0.379
C: 0.000 -1.431 0.733
S: -0.530 -1.415 2.382
N: -2.182 -1.733 -0.371
H: -2.142 0.739 -0.979
H: -1.898 0.572 0.698
H: 0.018 1.811 0.636
H: 1.127 2.333 -1.524
H: 0.184 0.936 -2.253
H: -0.355 -1.118 -1.369
H: 1.771 -0.246 -0.815
H: 1.023 -1.822 0.612
H: -0.895 -0.151 2.457
H: -2.045 -2.738 -0.390
H: -2.626 -1.530 0.517
H: 3.241 0.340 1.268
H: 2.217 1.107 0.568
O: 3.005 1.269 1.172

***

(4)
2 unconnected molecules or ions with the total composition C9H14 at a distorted geometry. Source: OMol25; level of theory: ωB97M-V with the def2-TZVPD basis set.

Output
- orbital gap (eV) = 10.12
- M (g/mol) = 122.211
- structure (SMILES) = Cc1ccccc1.CC
- LUMO level (eV) = 1.04
- relative energy (zero: lowest compared OMol25 entry of this formula, charge and spin) (kJ/mol) = 44.5
- calculated total energy (Ha) = -351.3132
- HOMO level (eV) = -9.08

Atoms and positions in Å:
C: 1.969 -1.797 0.824
C: -1.596 -0.657 1.371
C: -0.494 -1.462 1.160
C: -1.408 0.712 1.680
C: 0.808 -0.949 1.225
C: -0.124 1.178 1.876
C: 0.982 0.360 1.607
H: -2.601 -1.048 1.453
H: -0.676 -2.474 0.825
H: -2.302 1.302 1.826
H: -0.033 2.204 2.211
H: 2.849 -1.592 1.437
H: 2.285 -1.719 -0.218
H: 1.930 0.854 1.785
H: 1.798 -2.871 0.944
C: -0.944 1.362 -2.157
C: 0.153 0.572 -2.856
H: -0.521 2.307 -1.779
H: -1.784 1.761 -2.736
H: -1.452 0.936 -1.292
H: 0.709 -0.048 -2.159
H: -0.354 -0.108 -3.551
H: 0.806 1.176 -3.476